Record 1
Molecular formula: C21H40O39P2S8
Method: DFT, ωB97M-V with the def2-TZVPD basis set

Geometry as XYZ:
```
110
Properties=species:S:1:pos:R:3:forces:R:3:lowdin_charge:R:1
C -2.485 2.789 -1.501 -0.124 0.138 -0.407 0.0245
C -2.236 4.098 -1.570 -0.587 0.192 -0.514 -0.1015
C -2.293 5.038 -0.393 1.492 -0.981 -0.144 -0.4290
P -0.798 4.615 0.637 0.880 1.110 2.597 0.5391
O -0.634 5.466 1.830 -0.376 -0.013 -0.199 -0.2505
O 0.478 4.855 -0.318 -0.898 -0.929 -0.521 -0.0900
O -0.847 3.070 1.108 0.013 0.459 -1.063 -0.1425
O -2.022 6.424 -0.677 -0.245 0.356 -0.234 0.0640
C -2.697 7.180 0.266 0.312 -1.484 0.578 -0.5233
O -2.775 8.345 0.283 0.238 0.813 -0.037 0.2265
O -3.290 6.314 1.170 -0.602 0.470 -0.347 0.0441
C -3.627 5.222 0.317 0.773 -0.418 -0.722 -0.3408
P -4.583 3.811 1.008 -1.826 1.155 1.640 0.7600
O -5.708 4.355 1.811 0.117 -0.065 -0.065 -0.4434
H -2.719 2.263 -2.431 0.613 0.020 0.324 0.0483
H -2.518 2.194 -0.589 -0.325 0.362 0.017 0.0631
H -1.992 4.529 -2.542 -0.478 0.161 0.184 0.1290
H 1.258 4.452 0.091 0.063 0.325 -0.106 0.0519
H 0.065 2.852 1.377 -0.246 -0.545 0.010 0.0368
H -4.279 5.690 -0.445 -0.275 -0.835 -0.047 0.1619
H -3.789 3.004 1.853 0.501 -0.169 -0.789 0.0306
H -5.132 3.111 -0.090 0.982 -0.154 -0.155 0.0374
O 1.677 1.746 0.982 -0.053 -0.092 -0.078 -0.2349
S 2.980 2.330 0.973 0.818 0.183 0.449 0.5995
O 3.726 2.437 -0.226 -0.325 -0.056 -0.193 -0.1959
O 3.874 1.633 2.088 -0.635 0.104 -0.045 -0.1707
C 4.349 2.628 3.024 0.475 0.385 0.111 -0.1398
C 3.292 3.706 3.019 -0.299 -0.208 0.503 -0.1262
O 2.877 3.781 1.641 0.125 -0.163 -0.361 -0.1974
H 5.302 3.009 2.662 0.001 -0.012 0.023 0.1066
H 4.486 2.190 4.006 -0.056 -0.241 -0.120 0.1049
H 3.668 4.665 3.363 0.013 0.091 -0.319 0.1447
H 2.425 3.423 3.619 -0.002 0.036 -0.011 0.1376
O 6.086 1.375 5.383 0.195 0.064 0.091 -0.2300
S 5.741 1.058 6.726 -0.181 -0.368 0.170 0.6088
O 6.298 1.752 7.826 0.028 0.184 -0.151 -0.2027
O 5.941 -0.516 6.933 -0.188 0.222 -0.308 -0.1802
C 4.708 -1.121 7.356 -0.200 -0.072 0.454 -0.1530
C 3.631 -0.248 6.750 -0.093 -0.312 -0.463 -0.1617
O 4.142 1.087 6.861 0.227 -0.038 0.270 -0.1908
H 4.673 -1.102 8.446 -0.021 -0.010 -0.014 0.1382
H 4.652 -2.151 7.012 0.199 0.044 -0.107 0.1361
H 2.681 -0.337 7.268 0.045 0.213 0.087 0.1272
H 3.489 -0.471 5.690 -0.031 -0.061 0.028 0.1360
O -6.027 -0.237 -3.802 -0.130 0.318 0.144 -0.2102
S -4.826 0.459 -4.097 0.351 -0.407 -0.595 0.6066
O -4.626 1.819 -3.734 -0.223 -0.013 0.318 -0.2340
O -4.516 0.296 -5.655 1.593 0.214 1.545 -0.2537
C -3.230 -0.307 -5.832 0.425 0.291 -0.013 -0.1409
C -3.025 -1.167 -4.605 -0.166 -0.482 -0.210 -0.1661
O -3.591 -0.397 -3.535 0.076 0.453 -0.093 -0.1949
H -2.483 0.488 -5.887 0.032 -0.046 -0.028 0.1358
H -3.211 -0.885 -6.754 -0.251 0.048 -0.017 0.1411
H -1.978 -1.383 -4.412 -0.035 0.123 0.225 0.1243
H -3.580 -2.106 -4.680 0.046 -0.011 -0.015 0.1383
O 6.723 4.918 2.718 -0.283 0.177 -0.102 -0.2261
S 7.282 5.165 1.433 0.349 -0.242 -0.203 0.6061
O 7.039 6.358 0.712 -0.074 0.138 0.284 -0.2000
O 6.935 3.913 0.495 0.084 -0.066 0.406 -0.1949
C 8.142 3.324 -0.006 0.283 0.102 -0.398 -0.1559
C 9.178 3.612 1.060 -0.072 -0.431 0.292 -0.1596
O 8.864 4.934 1.519 -0.161 0.079 -0.371 -0.1816
H 8.393 3.811 -0.950 0.015 -0.012 0.012 0.1356
H 8.002 2.260 -0.174 -0.232 0.031 0.103 0.1375
H 10.195 3.574 0.679 0.005 0.266 0.030 0.1363
H 9.082 2.927 1.905 0.015 -0.028 -0.036 0.1347
O -6.509 -0.634 -9.196 0.204 0.031 0.060 -0.2137
S -6.851 -0.919 -7.848 -0.430 -0.167 0.087 0.6320
O -6.282 -0.207 -6.761 -1.576 -0.337 -1.379 -0.2123
O -6.643 -2.492 -7.600 -0.147 0.123 -0.303 -0.1867
C -7.868 -3.088 -7.157 -0.182 -0.043 0.469 -0.1618
C -8.956 -2.236 -7.777 -0.051 -0.244 -0.430 -0.1665
O -8.451 -0.899 -7.701 0.231 -0.111 0.273 -0.1803
H -7.897 -3.040 -6.066 -0.028 0.004 -0.011 0.1360
H -7.920 -4.126 -7.475 0.209 0.044 -0.124 0.1346
H -9.902 -2.316 -7.249 0.043 0.242 0.084 0.1357
H -9.105 -2.486 -8.831 -0.014 -0.050 0.026 0.1333
O -3.137 -4.652 -2.496 0.092 -0.196 -0.162 -0.2048
S -1.857 -4.041 -2.548 -0.399 0.597 0.396 0.6054
O -1.144 -3.909 -3.763 -1.718 1.401 -0.294 -0.2397
O -0.952 -4.694 -1.398 -0.640 0.277 0.237 -0.2021
C -0.480 -3.684 -0.502 0.456 0.271 -0.076 -0.1528
C -1.543 -2.609 -0.537 -0.372 -0.119 0.379 -0.1593
O -1.962 -2.568 -1.903 0.397 -0.131 -0.080 -0.1976
H 0.476 -3.313 -0.879 -0.010 0.017 0.028 0.1374
H -0.341 -4.098 0.493 -0.100 -0.222 -0.096 0.1370
H -1.169 -1.637 -0.222 -0.015 0.072 -0.250 0.1358
H -2.405 -2.883 0.076 0.042 0.005 0.046 0.1349
O -0.923 -7.440 -3.461 -0.103 0.191 -0.006 -0.2000
S 0.253 -6.704 -3.762 0.472 -0.203 -0.139 0.6307
O 0.394 -5.347 -3.385 1.971 -1.950 0.006 -0.2529
O 0.551 -6.852 -5.334 -0.096 -0.265 0.230 -0.1764
C 1.852 -7.410 -5.541 0.407 0.214 -0.023 -0.1652
C 2.101 -8.274 -4.323 -0.208 -0.432 -0.156 -0.1693
O 1.533 -7.534 -3.238 0.023 0.346 -0.202 -0.1836
H 2.571 -6.590 -5.603 0.023 -0.033 0.005 0.1336
H 1.874 -7.980 -6.466 -0.237 0.045 -0.015 0.1350
H 3.158 -8.456 -4.147 -0.022 0.151 0.199 0.1346
H 1.575 -9.228 -4.398 0.040 -0.004 -0.050 0.1340
O 2.197 -3.728 8.203 0.103 -0.074 -0.255 -0.2272
S 0.873 -3.841 7.698 -0.307 0.262 0.139 0.6014
O 0.437 -4.956 6.944 0.223 -0.136 0.102 -0.2048
O 0.542 -2.498 6.878 0.188 0.057 0.360 -0.2046
C -0.616 -1.858 7.435 -0.477 -0.091 -0.089 -0.1610
C -0.604 -2.247 8.898 0.277 0.393 0.171 -0.1600
O -0.156 -3.609 8.902 -0.131 -0.050 -0.387 -0.1822
H -1.500 -2.246 6.926 -0.005 0.016 0.024 0.1356
H -0.560 -0.782 7.290 0.212 -0.039 -0.091 0.1350
H -1.583 -2.168 9.362 0.000 -0.261 0.010 0.1383
H 0.116 -1.651 9.464 -0.041 0.034 -0.006 0.1335
```
Forces are in eV/Å.

total charge: 0
E_tot: -207529.503 eV

Record 2
Molecular formula: C21H40P2Sr
Method: DFT, ωB97M-V with the def2-TZVPD basis set

Geometry as XYZ:
```
64
Properties=species:S:1:pos:R:3:forces:R:3:lowdin_charge:R:1
P -0.247 -1.413 -5.250 0.669 0.414 2.382 0.6928
P 0.477 2.341 -4.740 -1.492 -1.897 -2.095 0.9659
C -0.192 0.072 -6.320 -0.792 0.325 -2.227 -0.3446
C 0.939 1.079 -6.003 0.039 -0.119 -0.358 -0.2789
H -1.192 0.539 -6.317 0.755 -0.150 -0.067 0.0566
H -0.123 -0.245 -7.369 0.703 0.071 -0.290 0.0783
H 1.847 0.531 -5.690 -0.398 0.343 -0.129 0.0857
H 1.151 1.626 -6.933 0.202 0.046 0.260 0.0881
C -0.624 3.460 -5.616 0.272 0.852 -0.247 -0.1880
H -0.879 4.299 -4.952 -0.043 -0.194 -0.164 0.0640
H -1.548 2.957 -5.927 0.330 -0.053 0.200 0.0646
H -0.116 3.869 -6.501 -0.189 -0.070 0.192 0.0606
C 1.961 3.266 -4.255 0.349 0.515 0.377 -0.1756
H 2.223 3.974 -5.076 -0.390 -0.540 0.452 0.0726
H 2.839 2.611 -4.087 -0.716 0.296 -0.023 0.0621
H 1.770 3.865 -3.343 0.130 -0.328 -0.410 0.0613
C -1.774 -2.366 -5.668 -0.845 0.291 -1.343 -0.1881
H -1.837 -3.306 -5.101 0.205 0.471 0.079 0.0619
H -1.701 -2.656 -6.720 -0.282 0.002 -0.095 0.0268
H -2.690 -1.789 -5.551 -0.060 -0.126 0.043 0.0309
C 0.848 -2.515 -6.250 0.378 -0.428 -0.745 -0.2127
H 1.754 -1.987 -6.581 -0.152 -0.125 0.172 0.0444
H 0.308 -2.804 -7.160 0.192 -0.035 0.098 0.0319
H 1.151 -3.442 -5.740 -0.135 0.357 -0.039 0.0560
Sr 0.814 0.970 0.577 0.371 0.956 -0.933 0.8476
C -0.696 1.414 -3.648 0.260 0.596 2.783 -0.3918
C -1.590 0.340 -4.211 0.791 -1.977 0.121 -0.3175
C -2.167 -0.634 -3.178 -0.466 1.012 0.399 -0.2342
C -1.180 -1.753 -2.687 -0.020 -0.109 1.056 -0.2220
C 0.065 -2.039 -3.504 -2.032 -2.688 -1.458 -0.3517
C 1.118 -1.140 -3.991 1.550 3.570 0.263 -0.3855
C 1.483 0.050 -3.069 0.303 -0.316 -0.668 -0.2109
C 0.313 0.917 -2.537 -0.013 -0.179 -0.164 -0.2874
C 0.251 -2.645 1.024 -0.271 -0.915 -0.728 -0.1397
H -1.381 2.182 -3.165 1.007 -0.061 -0.195 0.1248
H -2.358 0.764 -4.892 0.302 -0.315 0.468 0.0875
H -3.033 -1.149 -3.665 0.643 0.595 0.473 0.0912
H -2.594 -0.066 -2.295 0.231 -0.737 -0.353 0.1023
H -0.909 -1.612 -1.623 -0.322 0.247 -0.152 0.0595
H -1.773 -2.687 -2.677 0.377 0.230 -0.007 0.1044
H 0.372 -3.101 -3.490 -0.314 0.350 0.483 0.1079
H 2.050 -1.612 -4.349 -0.452 -0.066 0.561 0.1055
H 2.184 0.712 -3.644 -0.285 -0.521 0.797 0.0634
H 2.048 -0.378 -2.210 -0.080 0.461 -0.074 0.0906
H -0.239 0.365 -1.745 0.067 0.291 -0.504 0.0349
H 0.782 1.825 -2.091 -0.346 -0.297 0.091 0.0309
H 1.173 -3.163 1.315 -0.157 0.036 0.012 0.0825
H 0.207 -2.624 -0.074 0.041 -0.267 0.326 0.0451
H -0.625 -3.201 1.389 0.213 -0.076 -0.043 0.0845
C 0.919 1.624 3.598 0.017 0.000 0.223 -0.1288
C 0.084 0.335 3.747 0.007 -0.306 -0.620 -0.6540
C 0.668 -0.546 4.849 0.358 -0.398 0.026 -0.0583
C -1.360 0.701 4.070 -0.451 0.093 -0.017 -0.0603
C 0.111 -0.451 2.468 0.070 -0.493 0.256 -0.2479
C 0.234 -1.295 1.551 -0.048 1.198 1.096 -0.3223
H 1.024 2.079 4.583 0.005 0.138 0.063 0.0845
H 0.427 2.398 2.969 0.292 -0.431 0.092 0.0461
H 1.953 1.419 3.257 -0.423 0.089 -0.073 0.0676
H 0.657 -0.033 5.819 0.002 -0.119 -0.097 0.0863
H 0.109 -1.488 4.904 -0.043 0.275 0.147 0.0910
H 1.698 -0.837 4.593 -0.197 0.246 0.164 0.0918
H -1.824 1.272 3.252 0.166 -0.140 0.171 0.0831
H -1.958 -0.211 4.213 0.145 0.284 0.053 0.0939
H -1.403 1.322 4.973 -0.029 -0.174 -0.061 0.0889
```
Forces are in eV/Å.

total charge: 0
E_tot: -41828.019 eV

Record 3
Molecular formula: C21H41B2Br2CaFMg2N4O12
Method: DFT, ωB97M-V with the def2-TZVPD basis set

Geometry as XYZ:
```
86
Properties=species:S:1:pos:R:3:forces:R:3:lowdin_charge:R:1
C -1.681 0.742 4.982 1.014 5.046 -8.130 0.0706
C -1.421 1.424 3.757 -0.852 -5.029 7.216 -0.0548
C -0.761 1.939 2.306 -1.028 1.411 1.773 -0.0984
C -0.987 0.889 1.076 -1.830 -1.308 1.362 -0.2153
C -0.465 -0.574 1.697 1.175 -1.059 -0.374 -0.0500
C 1.005 -0.504 2.415 -0.979 1.391 0.727 -0.2195
O 1.469 -1.913 2.589 1.973 -1.268 -4.697 -0.0852
C 2.178 -2.391 1.391 3.404 1.915 -0.292 -0.2878
C 1.575 -3.724 0.583 -0.027 1.224 -0.725 -0.1475
O 3.311 -1.877 0.885 -6.810 -2.304 2.428 -0.0668
O -2.428 0.543 0.826 0.653 0.863 -0.826 0.0313
B -2.658 -0.018 -0.550 2.402 4.697 0.976 -0.8037
O -3.764 0.517 -1.363 0.841 0.646 2.471 0.0977
C -4.658 1.403 -0.608 -2.477 0.537 -0.380 -0.0879
C -5.686 0.530 0.381 -0.071 0.739 -1.211 -0.1191
O -6.222 -0.553 -0.496 -0.800 1.528 1.592 -0.2317
C -7.689 -0.616 -0.432 -1.248 -1.833 -0.166 -0.2462
C -8.242 -0.967 1.082 -0.338 0.148 -0.438 -0.1051
B -2.971 -1.669 -0.653 -1.634 -5.653 -0.457 -0.2422
N -3.393 -2.314 0.690 0.431 0.344 -2.711 0.1486
O -2.899 -2.437 -1.916 1.849 2.513 2.657 0.1021
O -1.257 0.068 -1.098 -0.437 -0.048 -0.321 -0.0113
C -0.603 1.271 -0.469 -0.154 -3.375 -1.683 -0.2067
C 0.983 0.935 -0.890 1.030 0.797 -0.063 -0.1161
C 2.016 2.168 -0.595 1.319 -0.214 -1.892 -0.1869
C 3.072 2.486 -1.839 -2.549 8.000 -1.231 -0.2436
O 3.060 3.740 -2.348 1.330 -9.111 2.832 0.0216
O 4.010 1.460 -2.324 -2.046 -0.015 1.686 -0.0369
N -1.319 2.354 -1.227 3.655 1.748 -0.306 0.0330
C -1.420 3.673 -0.531 -1.959 2.295 1.473 -0.0656
C -0.740 2.627 -2.596 3.237 2.412 -2.817 -0.2365
C -0.960 1.633 -3.924 1.073 0.041 0.148 0.0014
O 0.062 3.699 -2.850 -4.091 -5.848 2.356 -0.0015
H -2.208 0.430 6.002 1.418 0.962 -2.825 0.0641
H 0.384 2.206 2.518 -2.285 -1.010 -0.668 0.0734
H -1.278 3.004 2.149 1.016 -2.574 0.107 0.1200
H -0.373 -1.408 0.848 -0.268 1.955 1.443 0.1188
H -1.256 -1.035 2.464 1.549 1.627 -1.797 0.1570
H 0.925 -0.070 3.519 0.162 -1.064 -2.457 0.1450
H 1.796 0.167 1.861 -1.506 -1.648 1.098 -0.0615
H 0.648 -3.441 -0.105 1.761 -0.331 1.428 0.1238
H 2.412 -4.159 -0.115 -1.452 0.902 1.410 0.0902
H 1.199 -4.565 1.305 -1.162 3.238 -1.456 -0.1343
H -4.140 2.296 -0.058 -0.498 -2.086 -0.785 0.1375
H -5.386 1.901 -1.413 1.703 -1.322 1.555 0.1682
H -5.141 0.112 1.333 -1.076 0.800 -1.897 0.1464
H -6.580 1.260 0.624 1.970 -1.391 -0.096 0.1467
H -8.009 -1.545 -1.110 1.018 2.131 1.306 0.1361
H -8.237 0.314 -0.899 1.377 -1.496 1.039 0.1332
H -8.814 -0.024 1.482 1.287 -1.936 -0.382 0.0827
H -7.345 -1.299 1.777 -1.943 0.832 -1.391 0.0891
H -9.024 -1.856 1.029 1.715 1.905 0.100 0.0892
H -4.418 -2.496 0.633 0.971 0.025 0.312 0.0965
H -2.843 -3.182 0.874 -0.974 0.786 -0.313 0.0878
H -2.130 -2.101 -2.463 -1.553 -0.256 0.571 0.1161
H 1.073 0.599 -2.033 -1.045 0.941 1.554 0.0856
H 1.408 -0.003 -0.287 -1.588 1.573 -0.203 0.0537
H 1.524 3.180 -0.283 0.897 -2.066 -0.997 0.1407
H 2.714 1.844 0.316 -1.066 0.670 -1.143 -0.1670
H 4.071 0.798 -1.563 1.793 2.312 -0.397 0.0292
H -2.275 3.563 0.295 2.115 0.133 -1.547 0.1118
H -1.833 4.525 -1.259 1.092 -2.328 1.220 0.1194
H -0.434 4.101 -0.072 -1.717 -1.156 -0.722 0.1146
H -0.029 1.814 -4.651 -2.023 -0.068 1.788 0.1061
H -0.925 0.493 -3.650 -0.469 2.289 -0.295 0.0700
H -1.908 1.909 -4.551 1.643 -0.446 1.616 0.1114
Mg 2.176 -5.788 1.718 2.025 -2.609 1.202 0.9558
C 5.937 -7.476 4.416 0.013 -0.136 0.164 -0.7220
O 4.901 -7.572 3.777 -0.678 0.141 -0.465 -0.0421
N 6.902 -6.592 4.108 0.605 1.053 -0.715 0.1518
N 6.206 -8.247 5.485 -0.283 -0.837 0.767 0.1605
H 7.762 -6.498 4.622 -0.152 -0.026 -0.093 0.1048
H 6.739 -5.992 3.309 0.160 -0.248 0.356 0.1080
H 5.505 -8.926 5.751 0.306 0.225 -0.055 0.1182
H 7.053 -8.183 6.024 -0.152 -0.019 -0.107 0.1063
C 6.177 4.696 -4.567 -0.934 -1.458 2.035 -0.3429
O 6.384 3.532 -3.788 0.491 0.405 -0.084 -0.0898
H 7.147 5.102 -4.863 0.853 -0.697 0.806 -0.0949
H 5.603 4.439 -5.461 0.336 0.335 -0.160 -0.2670
H 5.638 5.440 -3.975 0.066 0.475 -0.175 0.1080
H 5.507 3.193 -3.540 0.196 0.277 -0.138 0.0728
F -1.724 4.567 -3.132 -0.725 0.169 -0.396 -0.3118
Mg 2.776 -0.456 -1.654 -0.867 -1.234 0.209 1.0530
Br 3.076 1.904 2.188 0.947 0.323 0.939 0.1145
Br 4.276 4.590 -6.826 -0.116 0.615 -1.294 -0.1106
Ca 7.876 6.393 -6.060 -1.004 0.113 -0.947 1.6858
```
Forces are in eV/Å.

total charge: +2
E_tot: -226413.653 eV